An isolated molecule of C5H8O2, computed with ωB97M-V/def2-TZVPD.

Net charge: 0
Structure (SMILES): O=C1CC(CO)C1
ΔE to the lowest compared entry with this formula, charge and spin (kJ/mol): 132.7
E_LUMO (eV): 0.697
HOMO-LUMO gap (hartree): 0.3737

Geometry as XYZ:
```
15
Properties=species:S:1:pos:R:3:lowdin_charge:R:1
O -2.91733 -0.90208 0.70028 0.101
C -1.81889 -0.52506 0.39280 -0.391
C -1.27489 0.79108 -0.17028 -0.047
C 0.03300 0.00428 -0.51596 -0.259
C 1.42309 0.59615 -0.23314 -0.228
O 2.16971 -0.22077 0.64812 -0.071
C -0.45659 -1.20381 0.31576 -0.052
H -1.19660 1.56039 0.61070 0.124
H -1.84325 1.21157 -1.00853 0.117
H -0.02566 -0.26692 -1.57432 0.135
H 1.29550 1.60760 0.17617 0.116
H 1.95509 0.67285 -1.18831 0.114
H 3.06321 0.14338 0.73660 0.095
H 0.03286 -1.29146 1.29128 0.124
H -0.43927 -2.17720 -0.18117 0.123
```

=====

A 2-piece molecular cluster, C5H8O2 overall at a distorted geometry, computed with ωB97M-V/def2-TZVPD.

Net charge: 0
ΔE to the lowest compared entry with this formula, charge and spin (kJ/mol): 473.8
E_LUMO (alpha / beta) (eV): 0.552 / 0.551
HOMO-LUMO gap (alpha / beta) (hartree): 0.2980 / 0.2980

Geometry as XYZ:
```
15
Properties=species:S:1:pos:R:3:lowdin_charge:R:1
O -1.87758 1.85558 -0.44570 -0.068
C -0.49685 1.53248 -0.51449 -0.272
C -0.23264 0.30088 0.28744 -0.157
C -0.02095 -1.01384 -0.33172 -0.381
C 0.46310 -2.06959 0.45732 -0.063
C 1.86796 -0.32249 1.11280 -0.028
O 2.96850 -0.10882 0.85722 0.074
H -2.01187 2.71682 -0.86089 0.087
H 0.11626 2.34540 -0.09778 0.125
H -0.17205 1.37848 -1.55457 0.123
H -0.63790 0.29629 1.29636 0.120
H -1.17929 -0.77960 -0.28936 0.192
H 0.26864 -0.98521 -1.38342 0.133
H 0.82069 -2.97862 -0.01713 0.056
H 0.12398 -2.16775 1.48390 0.059
```

=====

C5H8O2 as an isolated structure, computed with ωB97M-V/def2-TZVPD.

Net charge: 0
ΔE to the lowest compared entry with this formula, charge and spin (kJ/mol): 520.3
E_LUMO (eV): 0.015
HOMO-LUMO gap (hartree): 0.3475

Geometry as XYZ:
```
15
Properties=species:S:1:pos:R:3:lowdin_charge:R:1
O -1.40093 1.44931 1.38376 -0.112
C -1.24149 1.27895 0.15952 -0.232
C 0.69157 0.60986 -0.11161 -0.132
C 0.73980 -0.58851 0.59002 -0.120
C 0.64626 -1.46027 -0.66050 -0.053
C 0.49101 -0.10871 -1.40284 -0.413
O 0.27656 0.21320 -2.54043 0.108
H -0.96441 0.07074 1.82307 0.135
H -0.94408 2.11260 -0.48223 0.116
H -1.72046 0.42071 -0.35167 0.118
H 1.14518 1.56150 0.13741 0.135
H 1.25045 -0.82783 1.51144 0.110
H -0.55778 -0.62467 1.59865 0.103
H -0.07110 -2.27479 -0.80395 0.115
H 1.65942 -1.83210 -0.85064 0.122
```

=====

A 2-piece molecular cluster, C5H8O2 overall, computed with ωB97M-V/def2-TZVPD.

Net charge: 0
ΔE to the lowest compared entry with this formula, charge and spin (kJ/mol): 599.6
E_LUMO (alpha / beta) (eV): -0.083 / 0.401
HOMO-LUMO gap (alpha / beta) (hartree): 0.2748 / 0.3086

Geometry as XYZ:
```
15
Properties=species:S:1:pos:R:3:lowdin_charge:R:1
C -1.83357 0.01484 0.96549 -0.026
C -1.14443 0.36717 -0.34479 -0.289
O -0.24845 1.44584 -0.32926 -0.071
C 1.06641 0.96376 -0.59716 -0.162
C 1.43943 -0.00839 0.47289 -0.108
O 0.50143 -0.63715 1.07805 -0.021
C -0.71241 -0.81438 0.44379 -0.211
H -1.64608 0.69752 1.79272 0.116
H -2.84506 -0.38176 0.91542 0.100
H -1.67329 0.24014 -1.29011 0.147
H 1.74957 1.81865 -0.56192 0.134
H 1.11082 0.52921 -1.60520 0.129
H 1.27389 -2.03090 -1.01963 0.074
H 2.42078 -0.09347 0.92622 0.130
H 0.54095 -2.11111 -0.84651 0.060
```

=====

An isolated molecule of C5H8O2 at a distorted geometry, computed with ωB97M-V/def2-TZVPD.

Net charge: 0
ΔE to the lowest compared entry with this formula, charge and spin (kJ/mol): 482.9
E_LUMO (eV): 0.715
HOMO-LUMO gap (hartree): 0.3258

Geometry as XYZ:
```
15
Properties=species:S:1:pos:R:3:lowdin_charge:R:1
C 0.67755 -0.06290 1.50563 -0.220
C 0.95149 -0.74824 0.22672 -0.070
C 0.61560 1.99707 0.36201 0.056
C -1.25238 -0.07834 -0.88313 -0.034
C 0.08730 -0.77984 -0.80711 -0.377
O 0.37324 1.34716 1.48077 -0.192
O 0.39262 -1.56409 -1.87273 0.047
H 1.60666 -0.18506 2.13655 0.126
H -0.13566 -0.39394 2.27599 0.155
H 1.84893 -1.27769 0.24381 0.094
H -0.07913 2.85396 0.49784 0.018
H -1.04705 0.82561 -1.48055 0.080
H -1.55498 0.33103 0.19459 0.121
H -2.16765 -0.49468 -1.40626 0.097
H -0.31653 -1.77006 -2.47414 0.098
```

=====

An isolated molecule of C5H8O2, computed with ωB97M-V/def2-TZVPD.

Net charge: 0
Structure (SMILES): C[C@@]1(O)CCC1=O
ΔE to the lowest compared entry with this formula, charge and spin (kJ/mol): 105.0
E_LUMO (eV): 0.867
HOMO-LUMO gap (hartree): 0.3685

Geometry as XYZ:
```
15
Properties=species:S:1:pos:R:3:lowdin_charge:R:1
C 0.14939 0.77752 -1.51267 -0.010
C 0.08354 -0.26136 -0.41472 -0.511
O 0.25656 -1.58504 -0.87283 0.020
C 0.93606 -0.06855 0.86595 -0.082
C -0.34074 -0.10156 1.74470 -0.063
C -1.16959 -0.01701 0.47486 -0.335
O -2.31031 0.26087 0.22054 0.122
H 1.08497 0.72290 -2.07666 0.092
H -0.70326 0.63024 -2.18767 0.093
H 0.04401 1.77904 -1.08280 0.096
H -0.13946 -1.66375 -1.74884 0.102
H 1.63227 -0.89096 1.04530 0.116
H 1.47798 0.88152 0.87996 0.115
H -0.50752 -1.10923 2.13686 0.127
H -0.49392 0.64539 2.52800 0.117
```

=====

A 2-piece molecular cluster, C5H8O2 overall, computed with ωB97M-V/def2-TZVPD.

Net charge: 0
ΔE to the lowest compared entry with this formula, charge and spin (kJ/mol): 403.0
E_LUMO (eV): 0.400
HOMO-LUMO gap (hartree): 0.3513

Geometry as XYZ:
```
15
Properties=species:S:1:pos:R:3:lowdin_charge:R:1
O 3.46730 -0.06849 -0.05480 -0.048
C 2.48149 -0.11084 -0.91819 -0.010
C -0.20465 -0.16370 0.65139 -0.105
C -0.85746 0.93116 -0.23233 -0.167
C -2.05555 -0.00412 -0.54378 -0.087
C -1.45037 -1.02017 0.42853 -0.396
O -1.81623 -2.07956 0.85902 0.100
H 3.82564 -0.96622 0.03765 0.099
H 0.67276 -0.63963 0.19350 0.056
H 2.14502 0.95463 -0.93967 0.010
H 0.02156 0.08812 1.69204 0.121
H -1.13814 1.83043 0.32159 0.103
H -0.27015 1.22446 -1.10620 0.091
H -2.09614 -0.37720 -1.57248 0.118
H -3.05015 0.35416 -0.26097 0.115
```

=====

A 3-piece molecular cluster, C5H8O2 overall, computed with ωB97M-V/def2-TZVPD.

Net charge: 0
ΔE to the lowest compared entry with this formula, charge and spin (kJ/mol): 684.0
E_LUMO (eV): 0.634
HOMO-LUMO gap (hartree): 0.3635

Geometry as XYZ:
```
15
Properties=species:S:1:pos:R:3:lowdin_charge:R:1
O -0.14939 2.16507 1.66408 -0.040
C -0.92765 1.39304 0.79135 -0.198
C -0.15681 0.27426 0.15186 -0.348
O 0.55239 -0.57005 0.90486 -0.017
C 1.05988 -1.08614 -0.37082 -0.205
C 0.06088 -2.06428 -0.76962 -0.026
C -0.22332 -0.54594 -1.03656 -0.138
H 0.42629 1.56892 2.16095 0.094
H -1.78643 0.93741 1.31323 0.135
H -1.31876 2.05603 0.01687 0.134
H 1.27796 1.03059 -0.39238 0.125
H 1.74809 0.22022 -0.59860 0.125
H -0.51979 -2.64611 -0.05586 0.110
H 0.22904 -2.55309 -1.72611 0.110
H -0.27237 -0.17992 -2.05323 0.138
```

=====

A 2-piece molecular cluster, C5H8O2 overall at a distorted geometry, computed with ωB97M-V/def2-TZVPD.

Net charge: 0
ΔE to the lowest compared entry with this formula, charge and spin (kJ/mol): 210.2
E_LUMO (eV): 0.923
HOMO-LUMO gap (hartree): 0.3771

Geometry as XYZ:
```
15
Properties=species:S:1:pos:R:3:lowdin_charge:R:1
O -0.82464 -2.36498 -1.03516 -0.076
C -1.09752 -1.00735 -0.72763 -0.264
C 0.15037 -0.57736 0.03534 -0.227
C 0.80290 0.73838 -0.20439 -0.259
C 1.72416 1.25610 0.60106 -0.052
C -0.68741 1.52293 1.82729 0.016
O -1.21479 2.47615 1.50274 0.058
H -1.58714 -2.75685 -1.47002 0.084
H -2.04349 -0.91893 -0.16422 0.118
H -1.21956 -0.39615 -1.63559 0.115
H 0.12703 -0.92824 1.07336 0.117
H 0.98181 -1.07505 -0.47375 0.127
H 0.64284 1.11214 -1.21293 0.114
H 2.30909 2.11933 0.31693 0.059
H 1.93635 0.79987 1.56698 0.069
```

=====

C5H8O2 as an isolated structure at a distorted geometry, computed with ωB97M-V/def2-TZVPD.

Net charge: 0
ΔE to the lowest compared entry with this formula, charge and spin (kJ/mol): 382.2
E_LUMO (eV): 0.912
HOMO-LUMO gap (hartree): 0.3842

Geometry as XYZ:
```
15
Properties=species:S:1:pos:R:3:lowdin_charge:R:1
O 2.11731 -0.61680 -0.35010 0.025
C 0.99493 -0.20049 -0.16253 -0.398
C 0.54227 1.18039 -0.52351 -0.045
C -0.92706 0.80114 -0.71584 -0.253
C -1.32345 0.12981 0.60818 -0.031
C -0.36099 -0.92258 0.03300 -0.213
O -0.81661 -0.53560 -1.30427 -0.042
H 1.92064 -1.55760 0.89195 0.078
H 1.44608 -1.51819 1.57208 0.074
H 0.73914 1.90720 0.27133 0.137
H 1.08356 1.45291 -1.42719 0.133
H -1.56581 1.47493 -1.28289 0.149
H -1.09848 0.62493 1.55652 0.120
H -2.35439 -0.23315 0.57589 0.123
H -0.39714 -1.98690 0.25740 0.143
```